A) This record from the OMol25 dataset describes an isolated molecule of C9H12. The level of theory is wB97M-V/def2-TZVPD.

Structure (ORCA input):
```
! wB97M-V def2-TZVPD RIJCOSX def2/J DEFGRID3
* xyz 0 1
C 2.626 -0.775 -0.066
C 1.248 -0.353 0.015
C 0.214 -1.145 0.018
C -1.104 -0.388 0.042
C -2.331 -1.013 0.658
C -1.172 0.483 -1.296
C -0.849 1.115 -0.017
C 0.195 2.132 0.030
C 0.958 1.017 0.429
H 3.163 -0.641 0.978
H 3.208 -0.182 -0.936
H 2.571 -1.878 -0.264
H 0.268 -2.258 -0.073
H -1.911 -1.498 1.635
H -2.801 -1.778 0.052
H -3.169 -0.362 0.915
H -0.271 0.471 -1.932
H -2.229 0.617 -1.561
H 0.085 2.967 0.862
H 0.353 2.593 -1.038
H 0.946 0.875 1.550
*
```

Values from the calculation:
Lowest unoccupied orbital energy in eV: 0.91
HOMO energy in eV: -7.19
Molar mass in g/mol: 120.19
HOMO-LUMO gap in eV: 8.10
SMILES string: CC1=C[C@]2(C)C[C@@]23C[C@H]13



B) This record from the OMol25 dataset describes an isolated molecule of C9H12. The level of theory is wB97M-V/def2-TZVPD.

Structure (ORCA input):
```
! wB97M-V def2-TZVPD RIJCOSX def2/J DEFGRID3
* xyz 0 1
C -1.837 -1.096 0.826
C -1.341 -0.239 -0.326
C -2.053 1.089 -0.426
C 0.258 0.051 -0.165
C 0.997 -1.103 -0.380
C 2.364 -1.092 -0.189
C 3.023 0.094 0.122
C 2.187 1.318 0.281
C 0.759 1.226 0.103
H -1.125 -2.123 0.583
H -2.983 -1.088 0.611
H -1.773 -0.541 1.547
H -1.701 -1.015 -1.331
H -1.671 1.604 -1.216
H -2.447 1.586 0.327
H -3.215 0.930 -0.508
H 0.681 -1.926 -0.522
H 3.066 -2.145 -0.472
H 4.252 0.154 0.093
H 2.258 2.247 0.520
H 0.301 2.069 0.522
*
```

Values from the calculation:
Lowest unoccupied orbital energy in eV: 0.93
HOMO energy in eV: -8.94
Molar mass in g/mol: 120.19
HOMO-LUMO gap in eV: 9.87
SMILES string: CC(C)c1ccccc1



On energetic grounds, A) is preferred over the next structure by 0.527 eV.



A) This record from the OMol25 dataset describes an isolated molecule of C9H12. The level of theory is wB97M-V/def2-TZVPD.

Structure (ORCA input):
```
! wB97M-V def2-TZVPD RIJCOSX def2/J DEFGRID3
* xyz 0 1
C -1.077 -3.444 -1.117
C -1.321 -2.128 -0.555
C -1.516 -0.991 -0.217
C -1.793 0.369 0.219
C -0.637 1.198 -0.263
C -0.609 1.700 -1.675
C 0.383 1.439 0.579
C 1.291 1.752 1.477
C 2.569 1.039 1.856
H -0.335 -3.273 -1.940
H -1.927 -3.905 -1.602
H -0.669 -4.129 -0.393
H -2.818 0.648 -0.141
H -1.804 0.467 1.349
H -1.470 2.306 -1.962
H -0.544 0.866 -2.444
H 0.396 2.112 -1.969
H 1.272 2.694 1.967
H 3.510 1.461 1.276
H 2.511 0.032 1.515
H 2.772 1.154 2.899
*
```

Values from the calculation:
Lowest unoccupied orbital energy in eV: 0.93
HOMO energy in eV: -8.75
Molar mass in g/mol: 120.19
HOMO-LUMO gap in eV: 9.68
SMILES string: CC#CCC(C)=C=CC



B) This record from the OMol25 dataset describes an isolated molecule of C9H12. The level of theory is wB97M-V/def2-TZVPD.

Structure (ORCA input):
```
! wB97M-V def2-TZVPD RIJCOSX def2/J DEFGRID3
* xyz 0 1
C 0.378 1.255 -1.403
C -1.745 0.042 -0.449
C -0.566 1.045 -0.348
C -0.895 -1.184 -0.440
C 0.874 0.519 -0.144
C 0.438 -0.964 -0.224
C -2.558 0.018 0.804
C 1.710 1.249 0.896
C 1.359 -2.135 -0.125
H 0.400 0.623 -2.388
H 0.767 2.173 -1.385
H -2.416 0.406 -1.377
H -2.870 0.890 1.285
H -1.985 -0.422 1.531
H -3.560 -0.570 0.788
H 2.699 0.935 0.830
H 1.338 1.110 1.854
H 1.847 2.180 0.529
H 2.406 -1.688 -0.347
H 0.922 -3.019 -0.774
H 1.459 -2.464 0.887
*
```

Values from the calculation:
Lowest unoccupied orbital energy (alpha / beta) in eV: -0.22 / -0.43
HOMO energy (alpha / beta) in eV: -8.75 / -8.16
Molar mass in g/mol: 120.19
HOMO-LUMO gap (alpha / beta) in eV: 8.52 / 7.73



On energetic grounds, A) is preferred over the next structure by 3.709 eV.



A) This record from the OMol25 dataset describes a cluster of 2 separate species, C3H8OS in total. The level of theory is wB97M-V/def2-TZVPD.

Structure (ORCA input):
```
! wB97M-V def2-TZVPD RIJCOSX def2/J DEFGRID3
* xyz 0 1
C -1.091 -2.490 1.062
C 0.270 -1.938 0.688
O 0.679 -1.900 -0.442
H -1.803 -2.132 0.329
H -1.014 -3.563 0.865
H -1.279 -2.320 2.107
H 0.868 -1.553 1.543
C 0.356 1.601 -1.518
S -0.055 2.271 0.106
H 0.592 0.549 -1.474
H 1.229 2.119 -1.914
H -0.504 1.664 -2.177
H 0.204 1.229 0.875
*
```

Values from the calculation:
Lowest unoccupied orbital energy in eV: 0.81
HOMO energy in eV: -9.00
Molar mass in g/mol: 92.16
HOMO-LUMO gap in eV: 9.81
SMILES string: CC=O.CS



B) This record from the OMol25 dataset describes an isolated molecule of C3H8OS. The level of theory is wB97M-V/def2-TZVPD.

Structure (ORCA input):
```
! wB97M-V def2-TZVPD RIJCOSX def2/J DEFGRID3
* xyz 0 1
O -2.212 -0.894 -0.109
C -1.167 -0.003 0.375
C -0.116 -0.006 -0.680
C 1.203 0.580 -0.001
S 2.669 -0.611 -0.124
H -2.864 -0.385 -0.619
H -1.544 1.091 0.491
H -0.774 -0.432 1.266
H -0.323 0.743 -1.466
H 0.091 -0.981 -0.970
H 1.634 1.577 -0.240
H 1.118 0.413 1.058
H 2.286 -1.092 1.019
*
```

Values from the calculation:
Lowest unoccupied orbital energy in eV: 0.85
HOMO energy in eV: -9.04
Molar mass in g/mol: 92.16
HOMO-LUMO gap in eV: 9.88
SMILES string: OCCCS



C) This record from the OMol25 dataset describes a cluster of 2 separate species, C3H8OS in total. The level of theory is wB97M-V/def2-TZVPD.

Structure (ORCA input):
```
! wB97M-V def2-TZVPD RIJCOSX def2/J DEFGRID3
* xyz 0 1
O -1.256 -1.582 -0.356
C -1.109 -0.861 0.771
C -1.544 0.596 0.818
S -2.332 1.336 -0.368
H -0.922 -1.166 -1.212
H -1.624 -1.259 1.680
H 0.018 -0.903 1.066
H -1.150 1.103 1.618
C 2.006 0.584 -0.817
H 2.788 -0.146 -0.986
H 2.310 1.616 -1.091
H 1.676 0.459 0.228
H 1.140 0.224 -1.350
*
```

Values from the calculation:
Lowest unoccupied orbital energy in eV: -0.16
HOMO energy in eV: -8.90
Molar mass in g/mol: 92.16
HOMO-LUMO gap in eV: 8.73
SMILES string: OCC=S.C



On energetic grounds, A) is preferred over the next structure by 0.540 eV.



A) This record from the OMol25 dataset describes an isolated molecule of C3H8OS. The level of theory is wB97M-V/def2-TZVPD.

Structure (ORCA input):
```
! wB97M-V def2-TZVPD RIJCOSX def2/J DEFGRID3
* xyz 0 1
C -1.901 0.488 -0.370
S -1.109 -1.138 -0.343
C 0.290 -0.703 0.762
C 1.426 0.114 0.131
O 2.119 -0.530 -0.852
H -2.890 0.318 -0.829
H -2.005 0.975 0.640
H -1.273 1.219 -0.910
H 0.660 -1.644 1.103
H -0.045 -0.113 1.605
H 1.083 1.063 -0.322
H 2.095 0.378 0.986
H 1.550 -0.427 -1.599
*
```

Values from the calculation:
Lowest unoccupied orbital energy in eV: 0.87
HOMO energy in eV: -8.76
Molar mass in g/mol: 92.16
HOMO-LUMO gap in eV: 9.63
SMILES string: CSCCO



B) This record from the OMol25 dataset describes a cluster of 2 separate species, C3H8OS in total. The level of theory is wB97M-V/def2-TZVPD.

Structure (ORCA input):
```
! wB97M-V def2-TZVPD RIJCOSX def2/J DEFGRID3
* xyz 0 1
C 1.683 0.100 0.461
C 2.418 -0.527 -0.707
O 2.350 -1.695 -0.947
H 1.129 -0.632 1.026
H 0.961 0.859 0.127
H 2.191 0.896 1.018
H 3.129 0.152 -1.222
C -2.812 0.376 0.191
S -1.550 -0.968 -0.277
H -2.724 1.183 -0.533
H -3.734 -0.185 0.168
H -2.554 0.656 1.201
H -0.487 -0.215 -0.505
*
```

Values from the calculation:
Lowest unoccupied orbital energy in eV: 0.79
HOMO energy in eV: -9.06
Molar mass in g/mol: 92.16
HOMO-LUMO gap in eV: 9.85
SMILES string: CC=O.CS



C) This record from the OMol25 dataset describes a cluster of 2 separate species, C3H8OS in total. The level of theory is wB97M-V/def2-TZVPD.

Structure (ORCA input):
```
! wB97M-V def2-TZVPD RIJCOSX def2/J DEFGRID3
* xyz 0 1
C 0.614 -1.002 -1.010
C -0.560 -0.606 -0.133
C -0.200 0.404 1.015
H 0.804 1.619 -0.811
H 1.546 -1.342 -0.558
H 0.021 -1.589 -1.761
H -1.042 -1.521 0.393
H -1.067 -0.225 -0.918
H -0.288 1.411 0.358
H 0.734 0.328 1.579
H -0.860 1.589 2.036
O -1.095 0.485 1.991
S 1.391 0.448 -2.183
*
```

Values from the calculation:
Lowest unoccupied orbital energy in eV: -0.26
HOMO energy in eV: -9.06
Molar mass in g/mol: 92.16
HOMO-LUMO gap in eV: 8.81



On energetic grounds, A) is preferred over the next structure by 0.648 eV.



A) This record from the OMol25 dataset describes a cluster of 3 separate species, C3H12N2O3 in total. The level of theory is wB97M-V/def2-TZVPD.

Structure (ORCA input):
```
! wB97M-V def2-TZVPD RIJCOSX def2/J DEFGRID3
* xyz 0 1
C 1.044 -1.567 1.367
C 0.102 -1.522 0.172
N -0.614 -0.241 0.012
C -1.334 0.058 -1.120
N -1.350 -0.883 -2.102
O -2.061 1.036 -1.229
H 1.863 -0.856 1.191
H 1.446 -2.560 1.336
H 0.659 -1.208 2.315
H 0.645 -1.662 -0.748
H -0.663 -2.289 0.319
H -0.932 0.217 0.845
H -1.809 -0.561 -2.930
H -0.681 -1.594 -2.065
O 2.315 1.475 0.541
H 2.347 2.429 0.388
H 1.397 1.359 0.803
O -0.794 3.087 0.580
H -0.138 2.404 0.436
H -1.443 2.879 -0.109
*
```

Values from the calculation:
Lowest unoccupied orbital energy in eV: 0.61
HOMO energy in eV: -10.04
Molar mass in g/mol: 124.14
HOMO-LUMO gap in eV: 10.65
SMILES string: CCNC(N)=O.O.O



B) This record from the OMol25 dataset describes a cluster of 3 separate species, C3H12N2O3 in total. The level of theory is wB97M-V/def2-TZVPD.

Structure (ORCA input):
```
! wB97M-V def2-TZVPD RIJCOSX def2/J DEFGRID3
* xyz 0 1
C 1.677 1.102 -1.075
N 0.181 1.088 -0.625
C -0.169 0.617 0.635
O 0.703 0.434 1.460
C -1.706 0.618 0.813
N -2.385 1.795 1.327
H 1.571 0.303 -1.857
H 2.154 1.962 -1.526
H 2.130 0.969 -0.121
H -0.609 1.326 -1.317
H -1.999 -0.150 1.577
H -2.204 0.309 -0.227
H -2.073 2.621 0.877
H -1.930 2.018 2.311
O 1.454 -0.407 4.221
H 2.276 -0.905 4.099
H 1.318 0.143 3.470
O -0.010 -4.956 -4.596
H 0.462 -4.369 -5.176
H -0.841 -4.519 -4.270
*
```

Values from the calculation:
Lowest unoccupied orbital energy in eV: 0.47
HOMO energy in eV: -9.74
Molar mass in g/mol: 124.14
HOMO-LUMO gap in eV: 10.21
SMILES string: CNC(=O)CN.O.O



On energetic grounds, A) is preferred over the next structure by 1.812 eV.